*a*
Formula: C4H8N2O3
Source: the OMol25 dataset
Level of theory: ωB97M-V with the def2-TZVPD basis set

CARTESIAN COORDINATES (ANGSTROEM)
C: -1.75 -0.91 0.49
C: -0.93 0.11 0.32
N: -0.87 1.20 1.11
C: 0.21 -0.05 -0.69
N: 0.91 1.24 -0.86
O: -0.11 -0.66 -1.91
C: 1.12 -1.00 0.18
O: 1.51 -2.03 -0.31
O: 1.68 -0.56 1.27
H: -2.66 -0.90 1.09
H: -1.40 -1.82 -0.08
H: -1.62 1.45 1.75
H: -0.25 2.01 0.89
H: 1.67 1.26 -1.47
H: 0.12 1.77 -1.32
H: 0.48 -1.47 -1.92
H: 1.89 0.35 1.47

Computed properties:
**Net charge**: 0
**Structure (SMILES)**: C=C(N)[C@](N)(O)C(=O)O
**E_LUMO**: 0.0206 Ha
**Highest occupied orbital energy**: -0.302 Ha
**Orbital gap**: 8.770 eV

Calculated atomic charges, method natural (NBO), unit e: C -0.5184; C 0.1431; N -0.8277; C 0.2534; N -0.8614; O -0.7044; C 0.7826; O -0.5876; O -0.6878; H 0.2121; H 0.2199; H 0.3929; H 0.4067; H 0.3806; H 0.3698; H 0.5038; H 0.5224

---

*b*
Formula: C4H8N2O3
Source: the OMol25 dataset
Level of theory: ωB97M-V with the def2-TZVPD basis set

CARTESIAN COORDINATES (ANGSTROEM)
N: 1.41 1.25 1.79
C: 0.84 1.59 0.63
O: 0.51 2.69 0.34
C: 0.66 0.46 -0.39
C: -0.24 -0.75 -0.06
N: -0.07 -1.85 -1.00
C: -1.61 -0.18 -0.06
O: -2.08 0.50 0.81
O: -2.35 -0.47 -1.14
H: 1.52 1.92 2.55
H: 1.94 0.34 1.95
H: 1.65 0.08 -0.58
H: 0.23 0.83 -1.32
H: -0.21 -1.14 0.95
H: -0.64 -2.66 -0.78
H: 0.27 -1.60 -1.94
H: -1.82 -1.02 -1.76

Computed properties:
**Net charge**: 0
**Structure (SMILES)**: NC(=O)C[C@H](N)C(=O)O
**E_LUMO**: 0.0179 Ha
**Highest occupied orbital energy**: -0.355 Ha
**Orbital gap**: 10.153 eV

Calculated atomic charges, method natural (NBO), unit e: N -0.8337; C 0.6810; O -0.5760; C -0.4957; C -0.1632; N -0.8833; C 0.7552; O -0.5649; O -0.6758; H 0.4112; H 0.3978; H 0.2234; H 0.2304; H 0.2230; H 0.3969; H 0.3908; H 0.4830

---

Relative energies with respect to the most stable structure, expressed in eV: *a* 1.307; *b* 0.000.

---

*a*
Formula: C3H9NO2
Source: the OMol25 dataset
Level of theory: ωB97M-V with the def2-TZVPD basis set

CARTESIAN COORDINATES (ANGSTROEM)
C: -1.26 -2.57 -0.74
O: -0.56 -1.32 -0.95
H: 0.31 -1.36 -0.53
H: -1.01 -2.96 0.22
H: -2.33 -2.36 -0.62
H: -1.01 -3.28 -1.50
C: 0.32 1.35 -0.52
C: 0.97 1.03 0.78
O: 1.63 0.05 0.98
N: 0.81 2.06 1.71
H: -0.68 1.55 -0.32
H: 0.41 0.48 -1.23
H: 1.34 2.12 2.62
H: 0.52 3.00 1.32
H: 0.54 2.20 -1.22

Computed properties:
**2S+1**: 2
**Net charge**: +1
**Expectation value of S²**: 0.76
**E_LUMO (spin up / spin down)**: -0.1640 / -0.3617 Ha
**Highest occupied orbital energy (spin up / spin down)**: -0.534 / -0.524 Ha
**Orbital gap (spin up / spin down)**: 10.063 / 4.408 eV

Calculated atomic charges, method natural (NBO), unit e: C -0.2497; O -0.7245; H 0.4551; H 0.1781; H 0.1993; H 0.1961; C -0.7205; C 0.6599; O -0.0970; N -0.6919; H 0.2824; H 0.2999; H 0.4554; H 0.4484; H 0.3091

---

*b*
Formula: C3H9NO2
Source: the OMol25 dataset
Level of theory: ωB97M-V with the def2-TZVPD basis set

CARTESIAN COORDINATES (ANGSTROEM)
C: -1.02 0.04 0.57
N: 0.38 0.32 0.70
C: 1.22 0.19 -0.45
C: 0.99 0.04 1.99
O: -1.40 -0.40 -0.47
H: -1.72 0.34 1.35
H: 1.45 -0.87 -0.60
H: 2.10 0.82 -0.35
H: 0.65 0.43 -1.35
H: 0.27 -0.34 2.71
H: 1.39 0.97 2.39
H: 1.80 -0.69 1.88
H: -1.75 -0.90 -2.38
H: -2.12 0.50 -2.92
O: -2.23 -0.44 -3.07

Computed properties:
**2S+1**: 2
**Net charge**: +1
**Expectation value of S²**: 0.77
**E_LUMO (spin up / spin down)**: -0.1710 / -0.3358 Ha
**Highest occupied orbital energy (spin up / spin down)**: -0.522 / -0.521 Ha
**Orbital gap (spin up / spin down)**: 9.542 / 5.030 eV

Calculated atomic charges, method natural (NBO), unit e: C 0.4935; N -0.0233; C -0.4791; C -0.4742; O -0.3867; H 0.2074; H 0.2877; H 0.2742; H 0.2716; H 0.2579; H 0.2900; H 0.2724; H 0.4664; H 0.4623; O -0.9203

---

*c*
Formula: C3H9NO2
Source: the OMol25 dataset
Level of theory: ωB97M-V with the def2-TZVPD basis set

CARTESIAN COORDINATES (ANGSTROEM)
C: 1.74 -0.37 -0.89
C: 0.82 -0.90 0.24
C: -0.47 -0.08 0.14
O: -1.38 -0.35 -0.58
N: 2.42 0.84 -0.51
H: 2.47 -1.11 -1.22
H: 1.08 -0.09 -1.73
H: 0.57 -1.94 0.02
H: 1.19 -0.76 1.25
H: -0.51 0.87 0.73
H: 2.90 1.42 -1.21
H: 1.88 1.43 0.13
H: -3.49 0.22 1.02
H: -4.89 0.18 1.62
O: -4.34 0.65 0.99

Computed properties:
**2S+1**: 2
**Net charge**: +1
**Expectation value of S²**: 0.75
**E_LUMO (spin up / spin down)**: -0.1525 / -0.3451 Ha
**Highest occupied orbital energy (spin up / spin down)**: -0.502 / -0.502 Ha
**Orbital gap (spin up / spin down)**: 9.515 / 4.274 eV

Calculated atomic charges, method natural (NBO), unit e: C -0.2953; C -0.5321; C 0.4047; O -0.4419; N -0.2547; H 0.2975; H 0.3246; H 0.2817; H 0.2502; H 0.1239; H 0.4291; H 0.4116; H 0.4573; H 0.4745; O -0.9312

---

Relative energies with respect to the most stable structure, expressed in eV: *a* 0.732; *b* 0.000; *c* 0.447.

---

*a*
Formula: C3H9NO2
Source: the OMol25 dataset
Level of theory: ωB97M-V with the def2-TZVPD basis set

CARTESIAN COORDINATES (ANGSTROEM)
C: -1.21 2.66 0.06
C: -1.05 1.21 -0.20
O: -0.08 0.91 -1.10
O: -1.62 0.30 0.34
H: -0.91 2.95 1.07
H: -2.27 2.89 0.11
H: -0.79 3.28 -0.74
C: 1.19 -1.65 0.59
N: 0.81 -2.47 -0.51
H: 1.59 -2.80 -1.08
H: 0.07 -3.15 -0.28
H: 0.26 0.02 -0.91
H: 0.42 -0.97 0.99
H: 2.01 -1.04 0.18
H: 1.59 -2.14 1.49

Computed properties:
**2S+1**: 2
**Net charge**: +1
**Expectation value of S²**: 0.75
**E_LUMO (spin up / spin down)**: -0.1485 / -0.3502 Ha
**Highest occupied orbital energy (spin up / spin down)**: -0.518 / -0.518 Ha
**Orbital gap (spin up / spin down)**: 10.065 / 4.571 eV

Calculated atomic charges, method natural (NBO), unit e: C -0.7480; C 0.8055; O -0.6822; O -0.6074; H 0.2689; H 0.2631; H 0.2533; C -0.5441; N -0.2281; H 0.4288; H 0.4294; H 0.4574; H 0.3162; H 0.2518; H 0.3355

---

*b*
Formula: C3H9NO2
Source: the OMol25 dataset
Level of theory: ωB97M-V with the def2-TZVPD basis set

CARTESIAN COORDINATES (ANGSTROEM)
C: 2.29 0.08 -0.19
N: 3.25 -1.09 -0.20
H: -1.51 -1.76 0.79
H: 3.35 -1.74 -0.98
H: 4.00 -0.74 0.23
H: 2.53 0.88 0.59
H: 1.22 -0.24 0.07
H: 2.11 0.59 -1.06
C: -2.81 1.12 0.26
C: -1.85 0.07 -0.19
O: -2.04 -1.03 0.77
O: -0.95 -0.09 -1.00
H: -2.64 2.17 0.12
H: -3.29 0.80 1.18
H: -3.66 0.98 -0.39

Computed properties:
**2S+1**: 2
**Net charge**: +1
**Expectation value of S²**: 0.75
**E_LUMO (spin up / spin down)**: -0.1363 / -0.3363 Ha
**Highest occupied orbital energy (spin up / spin down)**: -0.510 / -0.509 Ha
**Orbital gap (spin up / spin down)**: 10.165 / 4.707 eV

Calculated atomic charges, method natural (NBO), unit e: C -0.5212; N -0.2004; H 0.4840; H 0.4327; H 0.3922; H 0.2637; H 0.3295; H 0.2927; C -0.7615; C 0.8345; O -0.7572; O -0.6029; H 0.2637; H 0.2781; H 0.2723

---

Relative energies with respect to the most stable structure, expressed in eV: *a* 0.000; *b* 1.092.

---

*a*
Formula: C2H11O3S
Source: the OMol25 dataset
Level of theory: ωB97M-V with the def2-TZVPD basis set

CARTESIAN COORDINATES (ANGSTROEM)
C: -1.53 -0.06 1.09
C: -0.21 0.60 0.59
S: 0.31 -0.12 -1.06
H: -1.58 -1.04 0.59
H: -2.43 0.46 0.72
H: -1.49 -0.21 2.18
H: 0.56 0.30 1.29
H: -0.40 1.67 0.48
H: 3.01 -0.18 0.65
H: 2.41 0.43 -0.53
O: 3.11 0.63 0.14
H: 1.12 -2.63 0.83
H: 1.37 -1.43 -0.14
O: 1.84 -2.09 0.50
H: -2.78 1.04 -2.48
H: -1.31 1.07 -2.17
O: -2.00 1.56 -2.68

Computed properties:
**Net charge**: -1
**E_LUMO**: 0.1393 Ha
**Highest occupied orbital energy**: -0.140 Ha
**Orbital gap**: 7.607 eV

Calculated atomic charges, method natural (NBO), unit e: C -0.6362; C -0.4957; S -0.6458; H 0.2105; H 0.1908; H 0.1865; H 0.2021; H 0.1960; H 0.4718; H 0.4850; O -0.9984; H 0.4524; H 0.4627; O -1.0425; H 0.4479; H 0.4982; O -0.9853

---

*b*
Formula: C2H11O3S
Source: the OMol25 dataset
Level of theory: ωB97M-V with the def2-TZVPD basis set

CARTESIAN COORDINATES (ANGSTROEM)
C: -1.18 1.22 -0.57
C: -0.83 -0.21 -0.22
S: 0.72 -0.43 0.77
H: -0.39 1.68 -1.18
H: -1.17 1.78 0.37
H: -2.10 1.35 -1.15
H: -0.79 -0.88 -1.09
H: -1.59 -0.72 0.39
H: -0.82 -3.28 1.83
H: 0.17 -2.12 2.02
O: -0.25 -2.89 2.50
H: 1.58 -0.14 -2.81
H: 1.65 -1.11 -1.67
O: 1.58 -1.09 -2.64
H: 1.64 2.63 0.70
H: 0.80 1.61 1.35
O: 0.99 2.59 1.40

Computed properties:
**Net charge**: -1
**E_LUMO**: 0.1406 Ha
**Highest occupied orbital energy**: -0.136 Ha
**Orbital gap**: 7.530 eV

Calculated atomic charges, method natural (NBO), unit e: C -0.6290; C -0.5099; S -0.6823; H 0.1891; H 0.2236; H 0.1846; H 0.1883; H 0.1824; H 0.4482; H 0.4966; O -1.0025; H 0.4574; H 0.4986; O -0.9701; H 0.4503; H 0.4858; O -1.0112

---

Relative energies with respect to the most stable structure, expressed in eV: *a* 0.089; *b* 0.000.